No. 1
A 2-piece molecular cluster, CH2S3 overall at a distorted geometry, computed with ωB97M-V with the def2-TZVPD basis set.

gap between HOMO and LUMO = 9.537 eV
E_tot = -33574.566 eV
2S+1 = 1
relative energy (zero: lowest compared OMol25 entry of this formula, charge and spin) = 0.269 eV

Last column: Mulliken charge in e.
Positions of all 6 atoms, in Å:
1 C -2.73811 -1.35881 1.07656  0.455
2 S -2.02292 -2.51065 1.81942  -0.231
3 S 0.84503 -0.46237 0.05844  -0.281
4 S -3.47587 -0.15657 0.39434  -0.232
5 H 1.81900 0.61326 0.21167  0.155
6 H 1.77946 -0.88087 -0.78734  0.134

=====

No. 2
C35H38Cl2N8O4RuSe as an isolated structure at a distorted geometry, computed with ωB97M-V with the def2-TZVPD basis set.

gap between HOMO and LUMO (spin up / spin down) = 6.215 / 6.632 eV
E_tot = -149994.046 eV
2S+1 = 2
relative energy (zero: lowest compared OMol25 entry of this formula, charge and spin) = 0.480 eV
net charge = +1

Last column: Mulliken charge in e.
Positions of all 89 atoms, in Å:
1 Ru -0.84066 -1.44038 -0.67678  0.175
2 Cl -2.90475 4.97968 -1.74725  -0.200
3 C -2.64216 3.43491 -1.03434  0.143
4 C -1.76834 2.55192 -1.64409  -1.314
5 C -1.54319 1.29006 -1.09354  -0.688
6 N -0.72081 0.29449 -1.60734  1.324
7 C 0.04908 0.40194 -2.73975  0.860
8 O 0.21712 1.40466 -3.40944  -0.745
9 C 0.71712 -0.88865 -3.05759  -0.364
10 C 1.45304 -1.04042 -4.22489  -0.928
11 C 2.15571 -2.21078 -4.43187  -0.533
12 C 2.10401 -3.20024 -3.45567  -1.005
13 C 1.31029 -2.99844 -2.34454  -0.515
14 N 0.62002 -1.87654 -2.14578  0.945
15 C -2.25149 0.90819 0.09252  -0.336
16 C -3.11931 1.82010 0.69367  -0.625
17 C -3.31408 3.07124 0.13447  -0.151
18 Cl -4.39222 4.16985 0.90542  -0.202
19 N -1.99692 -0.39162 0.50853  1.852
20 C -2.62887 -1.04786 1.53185  -0.184
21 O -3.48401 -0.57865 2.26636  -0.711
22 C -2.15436 -2.44970 1.66000  0.300
23 C -2.47812 -3.20560 2.77918  -0.986
24 C -1.95259 -4.47436 2.91458  -0.496
25 C -1.15340 -4.97684 1.89368  -0.934
26 C -0.90881 -4.18535 0.78935  -0.430
27 N -1.37926 -2.94321 0.67304  0.650
28 H -1.26737 2.82937 -2.55598  0.723
29 H 1.44624 -0.22861 -4.93891  0.606
30 H 2.74053 -2.35822 -5.32935  0.472
31 H 2.65593 -4.12220 -3.56808  0.499
32 H 1.23471 -3.75263 -1.57292  0.353
33 H -3.65221 1.53561 1.58591  0.755
34 H -3.11947 -2.75468 3.52407  0.566
35 H -2.15492 -5.06959 3.79428  0.454
36 H -0.71389 -5.96140 1.96238  0.469
37 H -0.32119 -4.55051 -0.04269  0.449
38 C -4.40463 -4.49493 -4.29009  -0.855
39 O -3.14031 -4.26112 -3.66835  -0.346
40 C -2.95452 -3.27358 -2.80486  0.284
41 O -1.84113 -3.12308 -2.32222  -0.125
42 N -4.02912 -2.48596 -2.55007  -0.280
43 N -3.86576 -1.39457 -1.71852  -0.402
44 H -4.24451 -5.34724 -4.94136  0.249
45 H -4.72055 -3.63920 -4.88908  0.353
46 H -5.17061 -4.74502 -3.55364  0.342
47 H -4.93327 -2.68201 -2.94375  0.225
48 H -4.47318 -1.46131 -0.91091  0.276
49 H -4.07416 -0.53181 -2.20900  0.307
50 C 5.56922 2.10411 -0.29151  -1.186
51 C 4.95886 0.93357 0.47555  -0.144
52 C 4.15634 -0.02892 -0.39865  -0.917
53 C 2.85714 0.55330 -0.95854  -0.313
54 N 1.99466 1.14075 0.05982  1.855
55 C 1.32579 0.47152 1.02074  -0.932
56 Se 1.22627 -1.38783 1.14528  -0.007
57 N 0.65207 1.35917 1.78155  1.445
58 C -0.17971 1.05579 2.94055  -0.364
59 C 0.60158 0.54437 4.14825  -0.746
60 C 1.59300 1.54154 4.74331  -0.233
61 C 0.94385 2.80459 5.30466  -1.149
62 C 0.80984 2.62316 1.23334  0.661
63 C 0.24439 3.85019 1.55766  -0.798
64 C 0.56149 4.92461 0.75071  -1.132
65 C 1.43870 4.78957 -0.33051  -0.990
66 C 2.01625 3.57600 -0.64579  -1.250
67 C 1.67121 2.48660 0.14487  0.839
68 H 6.17937 2.71118 0.37648  0.397
69 H 4.80315 2.75277 -0.71997  0.195
70 H 6.20716 1.74247 -1.09941  0.330
71 H 4.32767 1.31101 1.28633  -0.082
72 H 5.76304 0.36214 0.94271  0.462
73 H 3.91919 -0.91907 0.18256  0.213
74 H 4.76355 -0.34742 -1.25004  0.657
75 H 2.30244 -0.23225 -1.47313  -1.020
76 H 3.07379 1.33776 -1.68052  0.846
77 H -0.90521 0.30314 2.65310  -0.940
78 H -0.72178 1.96370 3.19572  0.860
79 H 1.13065 -0.36662 3.86939  0.213
80 H -0.13891 0.26885 4.90432  0.562
81 H 2.34608 1.81059 3.99592  0.017
82 H 2.11507 1.03208 5.55578  0.462
83 H 0.54780 3.44699 4.51599  0.183
84 H 1.67827 3.38615 5.86093  0.419
85 H 0.12888 2.55285 5.98566  0.301
86 H -0.42731 3.96636 2.39720  0.596
87 H 0.12076 5.89037 0.95539  0.440
88 H 1.66494 5.65572 -0.93694  0.436
89 H 2.69077 3.48339 -1.48536  0.541

=====

No. 3
A 18-piece molecular cluster, C45H135N27O18 overall at a distorted geometry, computed with ωB97M-V with the def2-TZVPD basis set.

gap between HOMO and LUMO = 8.118 eV
E_tot = -125938.724 eV
2S+1 = 1
relative energy (zero: lowest compared OMol25 entry of this formula, charge and spin) = 0.220 eV

Last column: Mulliken charge in e.
Positions of all 225 atoms, in Å:
1 C -0.69676 -7.79766 0.46238  -1.448
2 C 0.48836 -7.51281 -0.43818  1.754
3 C 1.68867 -6.84037 0.32799  -0.288
4 O 2.53424 -6.23530 -0.65247  -0.396
5 C 3.55526 -5.35403 -0.20037  -0.879
6 N 0.92538 -8.68577 -1.14628  -0.794
7 H -0.57870 -8.73927 0.99859  0.399
8 H -1.50632 -7.96509 -0.24803  0.394
9 H -0.95046 -6.89951 1.02545  0.255
10 H 0.17031 -6.72923 -1.12587  -0.762
11 H 2.19019 -7.55811 0.97719  0.291
12 H 1.29171 -5.99042 0.88305  -0.192
13 H 4.36777 -5.99060 0.14996  0.426
14 H 3.31350 -4.67053 0.61355  0.155
15 H 3.94370 -4.68265 -0.96617  0.371
16 H 1.26830 -8.37910 -2.04542  0.251
17 H 0.15715 -9.23164 -1.50953  0.329
18 C -2.29375 -4.22994 -3.88364  -0.731
19 C -2.74981 -5.51187 -3.13069  1.920
20 C -3.66614 -5.33932 -1.92696  -1.368
21 O -3.12964 -4.45393 -0.88723  0.216
22 C -3.94595 -4.38853 0.30521  -0.593
23 N -3.30868 -6.42424 -4.06092  -0.852
24 H -1.96096 -4.43877 -4.90038  0.473
25 H -1.45381 -3.74932 -3.38203  -0.292
26 H -3.16469 -3.57583 -3.92482  0.201
27 H -1.87329 -5.94755 -2.65110  -0.812
28 H -3.73021 -6.32260 -1.46097  0.364
29 H -4.66114 -5.08594 -2.29284  0.338
30 H -3.36150 -3.78110 0.99626  -0.326
31 H -4.10948 -5.35196 0.78807  0.470
32 H -4.91560 -3.90517 0.18592  0.460
33 H -2.71552 -6.45559 -4.87778  0.322
34 H -4.15377 -5.98650 -4.39903  0.292
35 C 3.97687 0.85751 -1.91135  -0.440
36 C 3.39188 0.33704 -3.18898  1.755
37 C 4.12590 0.83357 -4.45431  -1.296
38 O 3.53059 -0.06014 -5.48804  -0.283
39 C 4.23475 0.23635 -6.74891  -1.040
40 N 3.57301 -1.13702 -3.14435  -0.696
41 H 3.59820 0.25988 -1.08217  -0.512
42 H 3.76439 1.92654 -1.90092  -0.259
43 H 5.05780 0.85776 -2.05173  0.677
44 H 2.31300 0.45109 -3.29445  -0.391
45 H 5.19958 0.67568 -4.35243  0.675
46 H 3.90899 1.89448 -4.57892  0.364
47 H 5.28411 -0.05854 -6.75044  0.343
48 H 3.99458 1.26509 -7.01742  0.364
49 H 3.80661 -0.35772 -7.55629  0.353
50 H 3.03831 -1.45715 -2.34955  0.118
51 H 3.08118 -1.39595 -3.98765  0.242
52 C -1.87800 0.83701 3.97768  -0.866
53 C -1.70006 2.33647 3.45644  2.166
54 C -2.47008 3.24070 4.26404  -0.871
55 O -3.79002 2.78664 4.66245  -0.519
56 C -4.69179 2.59943 3.54204  -0.142
57 N -0.30095 2.70716 3.46268  0.937
58 H -1.61407 0.64523 5.01771  0.530
59 H -1.10751 0.24651 3.48196  -0.443
60 H -2.80380 0.28831 3.80460  0.360
61 H -1.95873 2.21080 2.40506  -0.618
62 H -2.57248 4.21842 3.79323  0.355
63 H -2.09376 3.53336 5.24426  0.087
64 H -5.00786 3.51819 3.04801  0.250
65 H -5.55450 2.08645 3.96706  0.314
66 H -4.34284 1.82531 2.85861  -0.197
67 H 0.16573 2.15572 2.75683  -0.563
68 H 0.22378 2.49630 4.29952  -0.018
69 C -0.12044 -1.39221 -5.15433  -0.473
70 C -0.07705 -0.29607 -6.26687  0.517
71 C 0.13367 1.15788 -5.76872  -0.747
72 O -0.90865 1.50679 -4.91496  -0.394
73 C -0.68922 2.72999 -4.33987  -0.398
74 N 1.00173 -0.52851 -7.20024  -0.720
75 H -0.27103 -2.36257 -5.62742  0.330
76 H -0.76339 -1.13103 -4.31380  0.195
77 H 0.88358 -1.36227 -4.73105  -0.361
78 H -1.00317 -0.26155 -6.84064  0.331
79 H -0.05883 1.75032 -6.66317  0.374
80 H 1.14324 1.28865 -5.37913  0.082
81 H 0.21520 2.61728 -3.74202  -0.106
82 H -1.37046 2.85873 -3.49878  0.139
83 H -0.65867 3.60597 -4.98782  0.355
84 H 0.97596 -1.38475 -7.73530  0.285
85 H 1.96511 -0.54634 -6.89746  0.192
86 C 2.30879 3.52136 0.58812  -0.909
87 C 1.03111 4.30899 0.37378  1.898
88 C 1.05637 5.88077 0.33858  -0.962
89 O -0.31151 6.32820 0.14938  0.185
90 C -0.44460 7.66040 -0.31339  -1.202
91 N 0.66424 3.87834 -0.95557  0.876
92 H 2.10164 2.45662 0.69549  -0.118
93 H 2.88494 3.81253 1.46639  0.415
94 H 2.97555 3.67652 -0.26008  0.227
95 H 0.25036 4.00276 1.07003  -0.888
96 H 1.70125 6.18380 -0.48628  0.365
97 H 1.49959 6.35479 1.21435  -0.211
98 H -1.47853 7.98667 -0.20099  0.330
99 H -0.11408 7.70846 -1.35096  0.324
100 H 0.08356 8.28235 0.40933  0.277
101 H -0.16411 4.43400 -1.11426  -0.055
102 H 1.30040 4.18164 -1.67906  -0.421
103 C 2.59954 7.11682 6.40331  -1.531
104 C 2.17487 6.78109 4.98954  1.057
105 C 0.67832 7.01924 4.82981  -1.089
106 O 0.38504 6.52778 3.53864  0.152
107 C -0.95115 6.56474 3.10896  -0.555
108 N 3.00931 7.49861 4.06739  -0.764
109 H 2.33473 6.41646 7.19543  0.279
110 H 2.25627 8.10725 6.70219  0.379
111 H 3.67585 6.95220 6.45365  0.414
112 H 2.29965 5.73237 4.71993  -0.092
113 H 0.62454 8.10344 4.92833  0.356
114 H 0.13329 6.50826 5.62350  0.371
115 H -1.23460 7.59887 2.91318  0.296
116 H -1.64802 6.27845 3.89670  0.439
117 H -0.99096 5.98939 2.18405  -0.125
118 H 2.60955 7.38885 3.14639  0.151
119 H 2.96022 8.50071 4.18346  0.303
120 C -3.75678 -4.49845 6.03980  -1.937
121 C -3.51483 -4.47723 4.53696  0.725
122 C -2.86467 -3.19563 3.91250  -0.199
123 O -3.58216 -1.97088 4.19977  -0.341
124 C -4.67254 -1.79686 3.38882  -0.745
125 N -2.58978 -5.62511 4.46999  -0.667
126 H -2.92131 -4.00868 6.54001  0.421
127 H -3.78930 -5.48519 6.50175  0.510
128 H -4.68881 -3.97206 6.24556  0.354
129 H -4.38161 -4.67952 3.90777  0.389
130 H -2.55005 -3.34569 2.87975  -0.004
131 H -1.98338 -3.01818 4.52888  0.322
132 H -5.36709 -0.97565 3.56576  0.273
133 H -5.28490 -2.68560 3.23628  0.405
134 H -4.32447 -1.58600 2.37764  0.203
135 H -1.81119 -5.48957 3.84108  0.116
136 H -2.25949 -5.73732 5.41784  0.310
137 C -0.44605 0.79463 -1.12714  0.010
138 C -0.30924 -0.10257 0.13374  0.365
139 C 0.90599 -1.07002 -0.01970  0.959
140 O 0.71955 -2.16014 -0.95728  0.382
141 C -0.30562 -3.04833 -0.65058  0.402
142 N -0.20772 0.86738 1.18889  1.309
143 H -1.14723 1.56867 -0.81518  -0.103
144 H -0.96218 0.39915 -2.00196  -0.072
145 H 0.50995 1.28615 -1.30760  0.028
146 H -1.19993 -0.68895 0.35935  0.749
147 H 1.17725 -1.44427 0.96744  -0.627
148 H 1.62217 -0.32380 -0.36372  -1.246
149 H -1.16896 -2.39174 -0.54277  0.197
150 H -0.10195 -3.52212 0.30970  0.180
151 H -0.44267 -3.83748 -1.38987  -0.806
152 H -1.01659 0.78554 1.78816  -1.223
153 H -0.25961 1.63898 0.53925  -1.168
154 C 3.43571 0.12395 3.06533  0.617
155 O 3.63598 -0.91209 2.49362  -0.588
156 N 4.02825 0.58216 4.10081  -0.403
157 N 2.44508 0.90931 2.90694  0.373
158 H 3.51385 1.18669 4.72533  0.071
159 H 4.92103 0.18034 4.34903  0.199
160 H 1.61407 0.76966 2.35014  -0.680
161 H 2.45399 1.72438 3.50333  0.339
162 C 5.79696 -2.64794 0.35262  0.429
163 O 6.80166 -3.04997 -0.28785  -0.784
164 N 5.34854 -2.91080 1.55126  -0.073
165 N 4.95797 -1.88148 -0.25528  0.256
166 H 4.74109 -2.17517 1.88285  0.329
167 H 5.82580 -3.43694 2.26925  0.224
168 H 4.17957 -1.44879 0.22113  -0.241
169 H 5.14507 -1.71513 -1.23376  0.094
170 C -3.81133 0.33495 -0.36180  0.055
171 O -3.57772 0.62583 0.77151  -0.259
172 N -4.08790 1.26721 -1.21198  -0.049
173 N -4.11304 -0.91836 -0.85946  -0.143
174 H -4.37447 0.96428 -2.13187  0.033
175 H -4.46167 2.16772 -0.94835  0.267
176 H -4.86437 -1.03316 -1.52461  0.211
177 H -3.90825 -1.68601 -0.23586  -0.126
178 C 1.86566 3.10065 6.22482  0.723
179 O 2.19284 2.76969 5.12455  -0.660
180 N 0.97656 3.96630 6.46032  -0.167
181 N 2.27116 2.55452 7.35876  -0.461
182 H 0.36222 4.36614 5.76547  -0.056
183 H 0.67431 3.96619 7.42404  0.142
184 H 3.02316 1.89181 7.23459  0.232
185 H 1.94191 2.91537 8.24277  0.142
186 C 2.49983 4.70887 -3.85385  0.205
187 O 2.09626 3.95906 -4.77734  -0.638
188 N 3.68332 4.78476 -3.37937  -0.341
189 N 1.87965 5.73956 -3.56845  -0.082
190 H 4.27826 3.98517 -3.54312  0.305
191 H 3.77257 5.31962 -2.52728  0.193
192 H 2.49499 6.48857 -3.28481  0.211
193 H 1.11831 5.95424 -4.19643  0.265
194 C -3.88685 -0.49622 -5.52623  0.746
195 O -3.11640 -1.33276 -5.97873  -0.684
196 N -5.15183 -0.65618 -5.56853  -0.486
197 N -3.57923 0.62134 -5.06412  0.041
198 H -5.37156 -1.46591 -6.13081  0.292
199 H -5.82359 0.08291 -5.41825  0.148
200 H -2.59271 0.81737 -4.97207  -0.004
201 H -4.24310 1.35041 -4.84544  0.304
202 C 1.39936 -6.74555 -4.22594  0.635
203 O 1.67978 -7.90099 -4.15695  -0.696
204 N 1.62525 -5.80223 -3.34731  -0.003
205 N 0.89775 -6.15303 -5.30801  -0.366
206 H 2.04634 -6.04602 -2.46225  0.280
207 H 1.21908 -4.88615 -3.47361  0.039
208 H 0.72646 -6.75443 -6.10115  0.245
209 H 1.15539 -5.17924 -5.38205  0.154
210 C -3.34060 4.70019 -1.00624  0.792
211 O -4.40475 4.26745 -1.50105  -0.810
212 N -2.95022 5.92137 -1.28541  -0.234
213 N -2.58061 3.96995 -0.22775  0.374
214 H -1.97619 6.16357 -1.17267  0.176
215 H -3.54328 6.25985 -2.02958  0.218
216 H -2.78169 2.98204 -0.16680  -0.442
217 H -1.80604 4.46332 0.19264  -0.477
218 C 1.08916 -3.53306 3.48483  0.826
219 O 0.56422 -4.49846 3.89702  -0.689
220 N 2.35805 -3.44076 3.14296  -0.119
221 N 0.48575 -2.36972 3.43364  0.224
222 H 2.73556 -2.52201 2.95997  0.008
223 H 2.88932 -4.29959 3.12757  0.261
224 H 0.95369 -1.59634 2.98308  -0.689
225 H -0.48835 -2.25907 3.67655  -0.159